The following is a DFT calculation (wB97M-V/def2-TZVPD) of an isolated molecule of C6H8N2O3 in a non-equilibrium geometry.

Values from the calculation:
- calculated total energy (Ha) = -568.5279
- SMILES = CO[C@]1([N+](=O)[O-])C=CC=CN1
- strongest force on any atom (hartree/bohr) = 0.057
- gap between HOMO and LUMO (eV) = 8.94
- lowest unoccupied orbital energy (hartree) = 0.022
- 2S+1 = 1

```
19
Properties=species:S:1:pos:R:3:forces:R:3
C -1.1648 0.1995 2.1292 0.06 0.12 0.07
O -1.4419 -0.5333 0.9463 0.03 -0.30 -0.44
C -0.4797 -0.5401 -0.0589 2.62 0.79 1.10
N -0.5934 -1.9590 -0.6522 -0.23 0.04 -0.13
O -0.4345 -2.8796 0.1042 0.09 -0.37 0.26
O -0.7851 -2.0285 -1.8418 -0.10 -0.29 -0.36
C 1.0623 -0.4220 0.4252 -2.67 -0.11 -0.90
C 1.8838 0.4371 -0.1818 -0.13 -0.10 0.20
C 1.4406 1.2944 -1.2381 -0.13 0.18 -0.32
C 0.1565 1.2387 -1.6401 0.32 0.04 0.12
N -0.7589 0.4061 -1.0706 -0.10 0.01 0.28
H -0.8337 -0.4788 2.9190 0.02 0.05 -0.04
H -2.0977 0.6763 2.4272 0.07 0.00 0.03
H -0.4014 0.9615 1.9563 -0.08 -0.01 0.05
H 1.3338 -1.1121 1.2014 0.08 -0.10 0.17
H 2.9120 0.5034 0.1414 0.13 -0.05 0.05
H 2.1296 1.9785 -1.7023 -0.01 0.07 -0.10
H -0.2296 1.8664 -2.4275 -0.04 0.06 -0.05
H -1.6980 0.3915 -1.4369 0.08 -0.04 0.01
```
Positions in Å, forces in eV/Å.


The following is a DFT calculation (wB97M-V/def2-TZVPD) of a cluster of 2 separate species, C6H8N2O4 in total in a non-equilibrium geometry.

Values from the calculation:
- calculated total energy (Ha) = -643.8700
- SMILES = O=c1cc[nH]c(=O)[nH]1.CC(=O)O
- strongest force on any atom (hartree/bohr) = 0.155
- gap between HOMO and LUMO (eV) = 9.70
- lowest unoccupied orbital energy (hartree) = -0.009
- 2S+1 = 1

```
20
Properties=species:S:1:pos:R:3:forces:R:3
O -4.0263 -2.9973 0.3327 2.72 1.48 -0.66
C -2.9267 -2.5650 -0.0433 -1.49 -2.41 0.97
C -2.7328 -1.8033 -1.3234 3.24 -0.09 0.78
C -1.4234 -1.5580 -1.6829 -0.60 -1.59 3.25
N -0.3471 -2.1271 -0.7599 3.23 3.67 -6.31
C -0.4444 -2.5200 0.4912 1.75 1.97 4.26
O 0.4220 -2.3080 1.4662 -3.32 -1.67 -4.52
N -1.6976 -2.9850 0.7069 -1.16 0.36 2.09
H -3.5768 -1.4451 -1.8882 -0.10 -0.04 0.15
H -1.1255 -0.8801 -2.4989 0.24 -0.88 0.49
H 0.6626 -1.8259 -1.0593 -2.73 -0.64 0.94
H -1.6217 -3.1255 1.7567 -1.78 -0.15 -1.45
C 1.4592 3.3476 0.7921 -1.80 2.20 3.62
C 2.8627 3.0455 0.6816 2.95 -0.28 -0.77
O 3.7379 2.6763 1.4304 -1.27 -0.01 0.42
O 3.2711 3.3696 -0.5996 -3.28 0.27 0.29
H 1.0407 3.4723 1.8703 1.23 -0.74 -1.51
H 1.4689 4.4246 0.4854 -0.94 -1.12 -0.73
H 0.8339 2.6010 0.3465 -0.37 0.19 -0.96
H 4.1635 3.2034 -0.5045 3.48 -0.52 -0.35
```
Positions in Å, forces in eV/Å.


Number 1 is which compound?
C6H8N2O3


Which value of strongest force on any atom does entry 1 give?
0.057 hartree/bohr


Which formula does entry 2 have?
C6H8N2O4


The highest lowest unoccupied orbital energy belongs to which entry?
C6H8N2O3